Molecular formula: C49H45Cl2N6O5P2STl
Method: DFT, ωB97M-V/def2-TZVPD

LUMO: 0.138 hartree
HOMO level: -1.7 eV
gap between HOMO and LUMO: 5.47 eV
multiplicity: 1
total charge: -2

Structure (XYZ):
```
111
C49H45Cl2N6O5P2STl (ωB97M-V/def2-TZVPD)
Tl -0.12 -0.25 -0.64
N -0.59 -2.76 -1.42
C -1.51 -3.34 -0.44
C -0.95 -3.38 1.00
O -0.84 -4.50 1.56
N -0.66 -2.20 1.54
C -0.20 -2.28 2.94
C 1.15 -1.61 3.07
O 1.36 -0.54 3.60
O 2.16 -2.33 2.51
H -1.09 -2.54 -2.28
H 0.20 -3.36 -1.62
H -1.82 -4.36 -0.69
H -2.39 -2.69 -0.45
H -0.13 -3.32 3.26
H -0.91 -1.75 3.59
N 3.34 0.95 -2.68
P 3.27 -1.76 1.40
C 4.72 -1.55 2.54
C 5.02 -0.24 2.90
C 6.02 0.02 3.82
C 6.73 -1.02 4.39
C 6.44 -2.33 4.03
C 5.44 -2.59 3.11
C 3.63 -3.42 0.73
C 2.65 -4.41 0.74
C 2.87 -5.62 0.09
C 4.06 -5.85 -0.58
C 5.04 -4.86 -0.59
C 4.82 -3.65 0.05
P 2.06 1.85 -2.25
C 2.62 3.59 -2.76
C 2.98 4.45 -1.72
C 3.70 5.61 -1.96
C 4.08 5.94 -3.25
C 3.72 5.10 -4.30
C 3.01 3.93 -4.05
C 0.93 1.55 -3.69
C -0.42 1.87 -3.58
C -1.34 1.45 -4.54
C -0.91 0.71 -5.63
C 0.44 0.41 -5.76
C 1.35 0.83 -4.80
H 3.92 0.77 -1.86
H 4.46 0.57 2.45
H 6.24 1.04 4.11
H 7.51 -0.82 5.12
H 6.99 -3.15 4.47
H 5.20 -3.62 2.83
H 1.71 -4.25 1.24
H 2.08 -6.37 0.10
H 4.22 -6.78 -1.10
H 5.97 -5.04 -1.11
H 5.58 -2.88 0.00
H 2.69 4.19 -0.71
H 3.97 6.26 -1.14
H 4.66 6.83 -3.45
H 4.00 5.35 -5.32
H 2.76 3.27 -4.87
H -0.77 2.44 -2.73
H -2.39 1.68 -4.43
H -1.63 0.35 -6.36
H 0.78 -0.17 -6.62
H 2.40 0.58 -4.88
Cl -3.88 -0.60 4.76
C -4.13 -1.71 3.43
C -3.76 -3.02 3.62
C -3.98 -3.94 2.61
C -4.59 -3.51 1.44
C -4.96 -2.19 1.26
Cl -5.76 -1.79 -0.23
C -4.70 -1.21 2.24
N -4.98 0.13 2.16
C -5.63 0.90 1.15
C -6.92 1.35 1.46
C -7.61 2.18 0.59
C -6.99 2.60 -0.57
C -5.70 2.20 -0.86
C -4.99 1.34 -0.02
C -3.62 0.93 -0.42
C -3.54 0.15 -1.82
O -4.48 0.29 -2.61
O -2.47 -0.50 -1.98
H -3.29 -3.32 4.54
H -3.67 -4.96 2.73
H -4.79 -4.21 0.64
H -4.89 0.62 3.04
H -7.37 1.04 2.39
H -8.62 2.49 0.83
H -7.52 3.26 -1.26
H -5.21 2.55 -1.76
H -3.12 0.30 0.31
H -3.00 1.81 -0.62
S -2.15 2.43 3.45
C -1.43 1.21 2.42
N -0.76 1.64 1.43
C -0.75 3.02 1.37
C -0.13 3.79 0.39
C -0.22 5.16 0.47
C -0.92 5.78 1.51
C -1.55 5.03 2.49
C -1.47 3.65 2.41
H -1.57 0.16 2.63
H 0.41 3.29 -0.41
H 0.25 5.78 -0.28
H -0.97 6.86 1.56
H -2.11 5.50 3.29
N 1.78 -1.80 -2.94
H 2.31 -0.93 -2.79
H 0.87 -1.50 -3.27
H 2.23 -2.26 -3.72
```



Molecular formula: C49H46F4HgN7SSb
Method: DFT, ωB97M-V/def2-TZVPD

LUMO (alpha / beta): 0.089 / 0.089 hartree
HOMO level (alpha / beta): -1.8 / -4.5 eV
energy relative to the best compared isomer or geometry (same formula, charge and spin): 90.8 kJ/mol
gap between HOMO and LUMO (alpha / beta): 4.26 / 6.88 eV
multiplicity: 2
total charge: -1

Structure (XYZ):
```
109
C49H46F4HgN7SSb (ωB97M-V/def2-TZVPD)
Hg -1.62 1.68 -0.39
C -2.35 -1.49 -3.33
N -1.55 -1.18 -2.17
C -0.14 -1.19 -2.49
C -1.86 -2.04 -1.03
C -1.77 -1.32 0.31
N -2.62 -0.13 0.39
C -3.90 -0.25 0.78
C -4.73 0.90 0.98
F -4.21 2.13 0.77
C -6.03 0.85 1.41
F -6.69 2.01 1.56
C -6.66 -0.34 1.71
C -5.90 -1.47 1.52
F -6.45 -2.67 1.79
C -4.61 -1.45 1.07
F -4.03 -2.66 0.89
H -2.17 -2.51 -3.72
H -3.41 -1.40 -3.08
H -2.13 -0.78 -4.13
H 0.24 -2.20 -2.72
H 0.04 -0.54 -3.35
H 0.44 -0.78 -1.66
H -2.87 -2.43 -1.14
H -1.18 -2.91 -1.01
H -2.00 -2.03 1.10
H -0.74 -0.99 0.48
H -7.68 -0.38 2.07
C 0.00 0.73 3.59
N -0.26 1.56 2.43
C 0.07 2.79 2.53
C -0.19 3.80 1.54
C 0.33 5.10 1.54
C -0.14 5.72 0.37
C -0.92 4.77 -0.28
N -0.97 3.62 0.41
C -1.27 0.11 4.12
C -1.27 -1.18 4.65
C -2.42 -1.72 5.21
C -3.59 -0.98 5.24
C -3.61 0.30 4.70
C -2.45 0.84 4.15
H 0.46 1.31 4.40
H 0.70 -0.06 3.32
H 0.55 3.16 3.45
H 0.97 5.52 2.30
H 0.06 6.73 0.03
H -1.47 4.88 -1.21
H -0.36 -1.77 4.61
H -2.40 -2.73 5.61
H -4.49 -1.40 5.67
H -4.53 0.88 4.69
H -2.47 1.83 3.71
C -4.10 2.81 -5.22
N -2.66 2.79 -5.06
C -1.74 3.03 -6.04
C -0.53 2.87 -5.50
N -0.67 2.51 -4.15
C -2.03 2.46 -3.87
S -2.99 2.06 -2.52
C 0.45 2.31 -3.32
C 1.74 2.36 -3.90
C 2.86 2.30 -3.12
C 2.70 2.20 -1.71
C 1.41 2.11 -1.23
N 0.29 2.12 -1.97
H -4.33 3.15 -6.23
H -4.55 3.48 -4.49
H -4.52 1.82 -5.05
H -2.02 3.30 -7.04
H 0.43 3.01 -5.96
H 1.87 2.44 -4.98
H 3.85 2.33 -3.57
H 3.55 2.21 -1.04
H 1.25 2.03 -0.16
C 1.37 -5.56 1.93
C 1.64 -4.55 2.84
C 2.01 -3.28 2.40
C 2.12 -3.01 1.04
C 1.85 -4.03 0.13
C 1.48 -5.30 0.57
Sb 2.43 -0.99 0.35
C 3.89 -0.50 1.85
C 3.83 0.80 2.37
C 4.72 1.20 3.36
C 5.68 0.32 3.84
C 5.74 -0.97 3.33
C 4.85 -1.38 2.34
C 3.72 -1.64 -1.26
C 3.55 -1.05 -2.51
C 4.32 -1.44 -3.59
C 5.28 -2.44 -3.44
C 5.44 -3.05 -2.20
C 4.67 -2.65 -1.12
H 1.07 -6.54 2.27
H 1.54 -4.74 3.91
H 2.22 -2.50 3.12
H 1.94 -3.84 -0.94
H 1.27 -6.08 -0.15
H 3.08 1.50 2.00
H 4.67 2.21 3.76
H 6.36 0.63 4.62
H 6.49 -1.67 3.70
H 4.90 -2.40 1.96
H 2.81 -0.27 -2.64
H 4.18 -0.97 -4.56
H 5.88 -2.75 -4.28
H 6.18 -3.84 -2.08
H 4.80 -3.15 -0.16
```



Molecular formula: C49H47BrCsN2OPTe
Method: DFT, ωB97M-V/def2-TZVPD

LUMO (alpha / beta): 0.070 / 0.070 hartree
HOMO level (alpha / beta): -3.8 / -3.8 eV
energy relative to the best compared isomer or geometry (same formula, charge and spin): 54.3 kJ/mol
gap between HOMO and LUMO (alpha / beta): 5.71 / 5.70 eV
multiplicity: 2
total charge: -1

Structure (XYZ):
```
103
C49H47BrCsN2OPTe (ωB97M-V/def2-TZVPD)
Cs -1.89 2.06 0.44
C -3.01 0.13 6.92
C -3.27 1.24 5.94
C -3.36 2.57 6.32
C -3.58 3.56 5.39
C -3.70 3.16 4.06
Br -3.99 4.48 2.75
N -3.61 1.91 3.66
C -3.40 0.98 4.58
H -3.03 0.50 7.95
H -2.03 -0.32 6.76
H -3.75 -0.67 6.84
H -3.26 2.84 7.37
H -3.65 4.60 5.65
H -3.33 -0.05 4.22
C -7.40 -1.48 0.24
C -6.33 -1.45 1.13
C -5.04 -1.32 0.64
C -4.78 -1.21 -0.72
C -5.86 -1.23 -1.60
C -7.16 -1.36 -1.13
P -3.04 -1.02 -1.27
C -2.69 -2.67 -2.02
C -1.49 -2.80 -2.73
C -1.10 -4.01 -3.27
C -1.91 -5.14 -3.11
C -3.10 -5.03 -2.40
C -3.48 -3.80 -1.86
C -3.20 0.14 -2.68
C -3.13 -0.22 -4.03
C -3.24 0.76 -5.01
C -3.47 2.08 -4.61
C -3.57 2.39 -3.26
C -3.42 1.45 -2.21
H -8.41 -1.57 0.61
H -6.51 -1.52 2.19
H -4.20 -1.28 1.34
H -5.68 -1.11 -2.66
H -7.99 -1.37 -1.83
H -0.85 -1.93 -2.85
H -0.17 -4.08 -3.82
H -1.61 -6.09 -3.53
H -3.73 -5.89 -2.27
H -4.41 -3.73 -1.32
H -2.98 -1.25 -4.34
H -3.17 0.51 -6.06
H -3.56 2.86 -5.36
H -3.77 3.43 -3.01
C 5.42 -5.47 0.66
C 4.60 -4.21 0.70
C 3.66 -3.94 -0.29
C 2.89 -2.77 -0.27
C 1.87 -2.59 -1.37
C 3.07 -1.82 0.74
Te 1.73 -0.10 0.87
N 0.67 1.96 1.14
C 0.73 3.28 1.27
O -0.28 4.02 1.10
C 2.05 3.92 1.65
C 3.09 3.19 2.21
C 4.29 3.83 2.52
C 4.45 5.18 2.27
C 3.40 5.91 1.71
C 2.20 5.28 1.41
C 2.47 0.69 -0.99
C 3.83 0.95 -1.14
C 4.87 0.79 -0.07
C 4.29 1.41 -2.38
C 3.45 1.63 -3.45
C 3.98 2.12 -4.77
C 2.09 1.39 -3.27
C 1.58 0.94 -2.06
C 0.08 0.75 -1.97
C 4.00 -2.10 1.76
C 4.30 -1.19 2.93
C 4.75 -3.28 1.71
H 5.09 -6.14 -0.13
H 5.37 -6.02 1.61
H 6.48 -5.25 0.49
H 3.50 -4.66 -1.09
H 1.86 -3.46 -2.03
H 2.08 -1.71 -1.98
H 0.86 -2.47 -0.98
H 2.96 2.14 2.39
H 5.10 3.25 2.96
H 5.39 5.67 2.50
H 3.53 6.96 1.51
H 1.36 5.82 0.99
H 4.45 0.77 0.93
H 5.57 1.62 -0.11
H 5.43 -0.15 -0.19
H 5.35 1.62 -2.50
H 5.06 2.23 -4.75
H 3.56 3.10 -5.04
H 3.73 1.44 -5.59
H 1.39 1.56 -4.08
H -0.37 0.65 -2.95
H -0.39 1.61 -1.49
H -0.18 -0.12 -1.36
H 3.50 -0.48 3.15
H 5.20 -0.59 2.75
H 4.48 -1.77 3.83
H 5.46 -3.47 2.51
```



Molecular formula: C49H47ClMgN10OS6
Method: DFT, ωB97M-V/def2-TZVPD

LUMO: -0.036 hartree
HOMO level: -6.7 eV
energy relative to the best compared isomer or geometry (same formula, charge and spin): 12.1 kJ/mol
gap between HOMO and LUMO: 5.75 eV
multiplicity: 1

Structure (XYZ):
```
115
C49H47ClMgN10OS6 (ωB97M-V/def2-TZVPD)
Mg -0.49 -0.62 -0.22
C 5.03 -1.77 -1.88
C 4.42 -0.54 -2.04
C 3.30 -0.21 -1.28
C 2.76 -1.11 -0.38
C 3.38 -2.35 -0.22
C 4.50 -2.68 -0.96
N 1.58 -0.77 0.35
C 1.69 -0.79 1.68
C 2.94 -0.71 2.39
C 2.97 -0.66 3.75
C 1.79 -0.72 4.55
C 0.59 -0.83 3.93
C 0.51 -0.88 2.51
N -0.63 -1.03 1.83
N -1.76 -1.17 2.40
C -2.79 -1.38 1.46
C -4.07 -1.62 1.94
C -5.09 -1.84 1.04
C -4.81 -1.84 -0.32
C -3.51 -1.60 -0.71
N -2.52 -1.35 0.15
H 5.88 -2.04 -2.48
H 4.82 0.18 -2.74
H 2.84 0.77 -1.38
H 2.96 -3.06 0.48
H 4.96 -3.65 -0.84
H 3.86 -0.65 1.82
H 3.93 -0.56 4.24
H 1.86 -0.69 5.62
H -0.34 -0.90 4.49
H -4.23 -1.63 3.01
H -6.10 -2.02 1.39
H -5.57 -2.03 -1.06
H -3.23 -1.61 -1.76
N -2.98 2.73 -2.88
C -4.13 3.38 -2.41
C -4.85 4.21 -3.25
C -5.99 4.86 -2.79
C -6.42 4.67 -1.49
C -5.69 3.83 -0.65
C -4.55 3.19 -1.10
S -3.65 2.14 0.00
N -2.49 1.41 -0.99
C -2.32 1.73 -2.21
C -1.32 0.95 -3.00
C -1.37 0.92 -4.39
C -0.40 0.22 -5.09
C 0.59 -0.44 -4.38
C 0.52 -0.42 -3.00
N -0.41 0.25 -2.31
H -2.69 2.93 -3.82
H -4.51 4.37 -4.27
H -6.55 5.51 -3.46
H -7.30 5.17 -1.12
H -6.01 3.69 0.38
H -2.17 1.42 -4.93
H -0.42 0.19 -6.17
H 1.38 -0.99 -4.87
H 1.25 -0.96 -2.42
C 0.85 3.15 4.77
C -0.52 3.56 5.34
C -0.28 4.18 6.72
C -1.36 2.30 5.55
C -1.27 4.58 4.42
O -2.46 5.01 5.09
C -0.38 5.79 4.04
C -1.14 7.11 3.90
C -1.97 7.31 2.65
C -1.45 7.06 1.38
C -2.19 7.34 0.23
C -3.45 7.88 0.36
Cl -4.37 8.27 -1.08
C -4.00 8.12 1.60
C -3.25 7.83 2.74
C -1.89 3.95 3.17
N -0.99 3.26 2.27
C -0.98 1.95 2.02
N -0.15 1.66 1.04
C 0.32 2.88 0.69
N -0.17 3.88 1.38
H 1.37 2.52 5.50
H 1.49 4.01 4.58
H 0.78 2.57 3.85
H 0.31 3.49 7.32
H -1.22 4.34 7.26
H 0.26 5.12 6.69
H -0.95 1.70 6.36
H -1.38 1.65 4.67
H -2.39 2.55 5.81
H -2.22 5.42 5.92
H 0.16 5.55 3.12
H 0.39 5.94 4.80
H -0.41 7.93 3.95
H -1.80 7.26 4.76
H -0.47 6.63 1.27
H -1.78 7.15 -0.75
H -5.00 8.53 1.69
H -3.69 8.01 3.71
H -2.41 4.74 2.61
H -2.64 3.22 3.47
H -1.55 1.23 2.60
H 1.06 3.03 -0.09
C 0.62 -4.76 1.61
S 0.25 -5.94 0.29
C 1.08 -5.19 -1.07
C 0.69 -4.06 -1.71
S -0.69 -3.07 -1.38
S 1.72 -3.62 -3.05
C 2.89 -4.89 -2.95
S 4.17 -5.04 -3.97
S 2.53 -5.96 -1.66
H 0.13 -5.13 2.51
H 0.21 -3.78 1.36
H 1.69 -4.70 1.79
```



Question: What is the multiplicity in the fourth record?
Answer: 1